Record 1
DFT (ωB97M-V/def2-TZVPD) results for a cluster of 5 separate species, C28H69IN8O7P in total.

The geometry in XYZ format:
```
114
Properties=species:S:1:pos:R:3
H 4.57826 0.53552 -4.32778
I -2.57188 -0.10110 0.03510
H -2.37389 -3.84199 5.32736
O 5.89261 1.47055 -0.74664
C -4.62815 -2.10907 5.62521
O 8.13278 2.31836 -4.11695
C -4.84387 4.23655 -1.44415
N -3.78897 -1.01218 3.61329
C 7.02193 3.59007 -0.83740
H 8.75554 3.85358 -6.76998
H -10.42416 -5.78232 8.41855
H 5.90627 -3.79853 -0.50355
O 5.14795 -0.63177 0.34961
H -8.65659 -5.83407 4.49908
H 4.51879 -1.39727 -2.29449
H 5.88958 -0.36971 -2.68316
N 1.84724 0.42221 -5.87194
O 3.35804 0.98600 -0.50219
H -7.02874 -6.51712 4.30203
H -0.30487 -1.28416 0.74369
H 6.14677 2.67959 -4.19866
C 10.08526 2.55286 -5.64321
H 6.69385 -1.52437 -0.73852
C -7.76761 -6.18680 5.03170
C 3.98924 0.41065 -3.41326
C -4.50804 -3.39347 3.41151
H -2.84473 -1.38136 3.69239
C 9.44769 3.02909 -6.94486
H -3.58514 3.57479 -0.00324
O -7.17883 -5.14477 5.78466
H -3.93143 -0.87532 2.61725
N 10.59270 3.71094 -4.90958
C -6.10971 3.90941 -0.64542
H -5.07557 5.72949 1.36935
H 6.87933 4.54016 -1.35867
H 4.38326 -2.90403 -0.66448
C -8.72705 -4.67836 7.68177
C 9.18468 1.64959 -4.79536
H 7.07355 3.56301 -5.41808
C 6.99149 2.61107 -4.88837
H 4.93591 -3.40481 0.92898
H 2.61563 -0.02004 -6.35055
H 1.61409 1.15608 -1.66959
H -6.40325 2.88317 -0.88232
H -5.33901 6.34907 -1.59634
H -3.59659 -2.14642 5.97699
H 6.68379 -1.78099 0.99714
H -6.77820 5.83152 0.86352
H -7.10072 -4.41230 8.89722
H -5.72145 -1.72461 3.83965
H 8.77216 0.83100 -5.40210
H -0.54488 -0.87520 -1.94203
H 4.94075 3.21749 -1.36993
H 7.53053 3.78801 0.10681
C 0.16000 -0.43469 -1.23354
C -0.46751 -0.37928 0.16108
C 2.71154 -0.37149 -3.72438
C -4.46480 5.71328 -1.44881
H 9.79131 1.20405 -4.00421
C -6.03427 5.20491 1.36556
H -0.82731 1.80653 -3.13095
C -2.75680 -4.53254 4.57190
C 0.59111 1.05591 -4.24041
H 2.22383 -0.73123 -2.81853
H 11.16028 3.41140 -4.12366
H -6.34587 5.04727 2.39669
P 4.70292 0.42731 -0.73742
H 2.94974 -1.25665 -4.32602
N -3.68920 3.44495 -1.00657
C 6.04285 -1.73799 0.11449
H -8.85330 -3.94225 5.63632
H -3.88787 2.45582 -1.11638
H 8.90833 2.22318 -7.44684
H -6.93632 4.56850 -0.94358
C -4.70760 -2.04200 4.10515
C 5.68058 2.90211 -0.62644
H -3.57801 -5.10974 5.00817
H -4.78296 -3.27928 2.35935
H 1.03273 -1.09579 -1.18819
H 3.71505 1.40925 -3.06565
C 0.54104 0.97362 -1.73065
N -7.74973 -5.15591 8.66104
H -7.48328 -3.33553 6.57465
H -5.15266 -2.99036 6.00075
H -3.75598 5.91433 -2.25149
H 7.65150 2.95522 -1.46430
N 0.02251 1.50585 -5.38550
O -5.94697 3.93143 0.75575
H 6.79362 1.81958 -5.62185
H -5.06264 3.94688 -2.47742
H -9.19305 -3.78249 8.10458
H 10.21787 3.39694 -7.62042
H -5.08247 -1.22115 6.06429
N 1.72059 0.36740 -4.50553
H -10.47543 -5.49636 6.67436
C 4.84381 -0.35335 -2.36902
H -8.04613 -7.04086 5.65337
H 9.80949 4.21508 -4.50456
H -9.39401 -6.72118 7.35376
C 5.27236 -3.03773 -0.04252
H -3.98537 6.00243 -0.51320
H 5.25891 3.09995 0.35980
H -5.16917 -4.15145 3.85293
H -1.95676 -5.21675 4.29077
C -8.08374 -4.22552 6.36774
H -7.18497 -5.88044 8.22725
H 0.07426 1.72075 -1.08307
C 0.81153 1.10155 -6.34668
H -0.09242 0.47366 0.72556
O -3.17268 -3.86497 3.39584
H 10.95082 1.93699 -5.90686
H 0.67513 1.27895 -7.40248
C -9.81912 -5.72999 7.51465
N 0.04840 1.30426 -3.06866
```

Computed properties:
- E (eV) = -73792.1055
- Kohn-Sham gap (eV) = 7.63
- net charge = +1
- HOMO energy (eV) = -10.1817

---

Record 2
DFT (ωB97M-V/def2-TZVPD) results for a cluster of 7 separate species, C28H70O14 in total in a non-equilibrium geometry.

The geometry in XYZ format:
```
112
Properties=species:S:1:pos:R:3
H -3.70469 -5.03300 0.75675
H 0.55918 0.96427 -0.70741
C -0.77125 -2.49382 0.63218
C 0.69376 -6.89745 3.47647
H 2.98947 -2.72661 0.34574
C 0.37430 4.13485 -4.84677
O 0.81771 -5.72646 2.57409
O -3.58097 -5.13459 3.26992
H -0.53613 5.60899 -1.39661
O 0.98453 6.73130 -8.37323
H -2.41921 -6.30864 -1.49853
C 1.35727 -6.12799 1.30369
C -0.37964 -7.38289 6.98757
H 4.62534 -2.66404 1.22775
H 0.88048 -1.95863 3.27231
H -0.76995 7.15840 -7.33433
H -2.69014 2.88410 -1.09845
C -3.28397 -5.15682 4.63575
H 2.80369 1.06272 -2.21361
H 0.26005 -7.80890 3.06508
C 3.19187 -0.23867 -0.58407
H -0.01211 3.11939 -4.93403
C 0.22635 7.62389 -2.13536
C 0.54862 6.26130 -5.94086
H 3.33170 -1.53489 1.56575
H 0.08694 -1.58283 -1.65871
H 1.43030 3.87734 -4.76522
H -1.37341 -1.92867 3.72632
H -0.98604 -5.10564 -1.71021
O -1.49660 1.25615 -0.85715
H 0.86794 7.52595 -1.25965
C -0.30861 0.61469 -1.26673
C 3.28893 0.09224 -2.10952
C 2.76965 -0.81390 4.52581
C 0.70521 7.49897 -9.55852
H -0.55747 10.75684 -1.17999
O -1.21271 -0.90304 5.59241
C -0.47287 -0.86728 -1.05647
H -0.20904 -8.22892 7.65332
C 0.30146 7.16471 -7.13396
C 0.28715 -6.53288 4.89091
H 0.34519 -6.68334 7.40392
H -0.84017 -2.61855 1.71282
H 1.63282 6.33025 -5.85229
H -0.02432 9.31206 -0.25352
H -1.29494 6.23107 -2.87815
H 1.41281 7.36339 -10.37645
C 3.79215 -2.12679 0.77471
H -2.04148 -6.48756 2.72864
C -1.93748 -5.36420 -1.24544
C 0.49774 -1.37360 4.10858
H 1.69492 -7.28548 3.66410
H -2.64711 -5.96608 4.99299
O -0.21766 8.96302 -2.22961
H 2.57060 -0.49834 -2.67813
H -2.77801 -4.26181 4.99778
C -0.67713 9.68198 -1.04414
H 0.26181 -0.38252 3.72104
H 3.33200 0.71337 -0.07211
H -0.27641 7.11551 -9.83690
H -2.99153 -1.99304 5.84816
O -0.14823 -7.67436 5.61585
H -1.56115 -4.78396 2.62451
H 2.19369 -0.64928 -0.43201
H -3.96159 6.96385 -1.01668
H -3.27203 5.35921 -0.79669
H -4.30253 -5.12338 5.02240
H 4.59941 1.80732 -3.87420
C -2.39390 -5.47859 2.51441
H -1.49964 -0.97362 -1.40650
H -2.94351 -6.66052 0.88845
O -0.39350 -1.18353 0.35574
O 0.02252 4.93606 -5.95631
C -3.15271 6.30313 -1.32855
H -0.95326 3.26462 -1.13774
C -1.71335 2.54607 -1.44442
O -1.63292 -5.28921 0.16311
H -2.67739 -4.59798 -1.47683
C -2.62513 -0.96667 5.86857
H -3.43207 6.17778 -2.37466
H 1.10522 -5.47410 0.46883
H 0.82142 8.54812 -9.28673
H 0.50185 8.20796 -6.88988
C 4.67969 0.72031 -3.88133
H -0.39910 -5.69019 4.97474
H -1.71408 9.44228 -0.80880
H 2.43179 -5.96452 1.22142
H -1.86297 2.52883 -2.52397
H -1.31929 -6.84994 7.13289
H 3.91545 0.22334 -4.47888
H 0.12602 6.80635 -5.09680
C -0.89290 6.50587 -1.90298
H -2.80502 -0.56147 6.86434
O 4.26367 -1.20685 -0.30596
C -2.78615 -5.58420 0.95819
H -0.20053 0.73310 -2.34487
O 4.68978 0.15576 -2.57025
H 0.87837 -7.06200 1.00978
H 2.73028 0.09879 3.93121
C -0.77528 -1.90203 4.63716
H 0.01192 -3.19037 0.33290
H -3.02630 -0.46423 4.98839
H -1.74833 -2.72385 0.20731
H 3.05143 -1.59314 3.81766
H 3.51984 -0.83637 5.31627
H 1.17306 -6.15835 5.40375
O 1.46665 -1.08778 5.13893
H -0.73196 -2.89471 5.08526
O -1.95819 6.99460 -1.16654
H 5.59229 0.44183 -4.40832
H 0.85350 7.50520 -3.01894
H -0.17523 4.50584 -3.98162
```

Computed properties:
- E (eV) = -58822.9243
- Kohn-Sham gap (eV) = 9.98
- SMILES = COCCOC.COCCOC.COCCOC.COCCOC.COCCOC.COCCOC.COCCOC
- net charge = 0
- relative energy (zero: lowest compared OMol25 entry of this formula, charge and spin) (eV) = 9.172
- HOMO energy (eV) = -9.4999